[1]
83
Properties=species:S:1:pos:R:3:forces:R:3:lowdin_charge:R:1 method="wB97M-V/def2-TZVPD" charge=+2 relative_energy_ev=0.5333 orbital_gap_ev=7.09 multiplicity=1
Y -1.077517 1.143643 -0.432495 -0.06 0.38 -0.12 1.54
O 1.285777 -1.021305 -3.683460 -0.06 -0.05 0.21 0.20
C 0.582568 -0.157176 -3.035703 0.03 -0.11 0.19 -0.41
O 0.509548 -0.070173 -1.803939 0.02 -0.06 -0.22 -0.07
C -0.267741 0.751579 -3.860700 0.06 -0.03 -0.05 -0.14
C -0.148972 0.953028 -5.226525 0.02 0.01 -0.04 0.07
C -1.058588 1.809230 -5.827155 0.02 -0.01 -0.04 0.02
C -2.058566 2.393724 -5.058576 -0.02 0.03 -0.03 0.05
C -2.098183 2.106054 -3.705087 -0.05 0.04 0.02 -0.16
N -1.208219 1.314736 -3.124072 -0.06 -0.02 0.16 0.12
C -3.129465 2.556195 -2.708739 -0.01 -0.01 -0.02 -0.42
O -4.051718 3.431581 -3.038694 0.01 0.00 -0.05 0.21
O -3.110618 2.081189 -1.590724 0.02 0.12 0.05 0.01
H 1.594248 -1.760151 -3.056769 0.00 0.14 -0.02 0.12
H 0.626295 0.455638 -5.792486 0.00 0.00 0.01 0.14
H -1.002438 2.008308 -6.888632 0.00 0.00 0.00 0.13
H -2.784642 3.039843 -5.535514 0.00 0.00 0.01 0.13
H -3.979693 3.748896 -3.951363 0.00 -0.05 0.09 0.13
N -3.195793 -0.180156 0.116934 0.00 -0.16 -0.02 -0.04
C -4.230400 0.428373 1.022633 0.03 -0.02 0.01 -0.19
C -3.584692 1.008687 2.282920 0.01 -0.03 0.03 -0.07
C -2.494498 1.903557 1.752522 0.12 -0.02 -0.21 -0.65
O -2.775786 2.914634 1.109295 0.07 0.07 0.01 0.03
O -1.288740 1.409895 1.734801 0.01 -0.08 0.04 -0.21
H -3.662823 -0.403476 -0.760875 0.00 -0.03 0.08 0.10
H -2.918294 -1.079702 0.513026 -0.05 0.14 -0.04 0.07
H -4.988592 -0.310464 1.280228 0.00 -0.01 -0.01 0.13
H -4.702005 1.236908 0.468707 0.00 0.00 -0.02 0.12
H -3.169801 0.231160 2.923119 0.00 -0.01 0.00 0.12
H -4.332941 1.571916 2.837574 0.00 0.02 -0.02 0.14
C -2.317629 5.971109 0.386372 0.03 -0.04 0.01 0.00
N -0.927834 5.524991 0.187918 -0.07 -0.03 -0.04 -0.15
C 0.150562 6.267086 0.855554 0.00 -0.01 -0.04 0.00
C -0.689119 4.403634 -0.404910 0.01 0.10 0.15 -0.25
N -0.454651 3.400933 -0.952160 -0.04 -0.15 -0.09 0.12
H -2.448265 6.951217 -0.067971 0.02 0.02 -0.01 0.10
H -2.527663 6.024802 1.453099 0.02 0.00 0.01 0.10
H -2.996672 5.250160 -0.058374 0.01 0.00 -0.01 0.09
H 0.055461 7.321504 0.605555 -0.01 0.01 -0.01 0.10
H 1.115885 5.909840 0.506103 -0.01 -0.02 0.00 0.10
H 0.077549 6.142318 1.935324 -0.01 -0.01 0.01 0.10
C -1.524490 -4.119392 -1.419630 -0.04 -0.04 -0.01 0.00
O -0.393203 -3.406776 -1.973572 -0.06 0.03 0.03 0.00
C 0.660202 -3.116710 -1.224189 0.01 -0.05 0.01 -0.54
O 1.676345 -2.743502 -1.776475 0.09 0.11 -0.09 0.04
C 0.434609 -3.174323 0.257925 0.05 -0.04 0.04 -0.35
C 1.110860 -3.982953 1.097807 -0.05 0.02 0.08 -0.28
As 3.010677 -4.017384 0.612658 -0.06 0.06 0.01 1.38
C 3.955631 -4.496580 2.250135 0.06 -0.04 -0.07 -0.28
C 3.027610 -2.005114 0.842248 0.02 -0.07 0.00 -0.23
C 2.050116 -1.096456 0.731056 0.04 0.06 -0.04 -0.25
As 0.088157 -1.363831 0.907818 0.00 -0.21 -0.01 1.32
C -0.001504 -1.367954 2.842394 0.01 0.01 0.01 -0.22
C 2.436297 0.322257 0.551372 0.09 -0.03 0.11 -0.48
O 3.535321 0.736033 0.329550 -0.03 -0.01 -0.04 0.18
O 1.369044 1.187094 0.702847 -0.20 0.06 0.02 -0.21
C 1.779180 2.533756 1.065956 -0.01 0.00 0.03 -0.02
C 4.442251 -1.589536 1.181786 -0.03 0.02 -0.07 -0.59
O 4.691907 -1.362015 2.329750 0.01 -0.01 0.11 0.16
O 5.385541 -1.664603 0.251737 0.01 0.00 -0.04 0.00
C 5.027580 -1.714827 -1.137317 0.00 0.00 0.00 -0.03
C 0.465687 -4.236659 2.428846 -0.04 0.00 0.00 -0.57
O -0.737167 -4.219545 2.546693 0.01 0.04 -0.05 0.10
O 1.308275 -4.548278 3.398787 0.09 0.00 -0.02 -0.06
C 0.703156 -4.912807 4.658511 0.01 0.01 0.01 0.01
H -1.312831 -5.185210 -1.447514 0.00 -0.02 0.02 0.11
H -2.361496 -3.895795 -2.072742 0.00 0.01 -0.02 0.10
H -1.731894 -3.815265 -0.395827 -0.01 0.01 -0.01 0.08
H 3.769713 -5.549476 2.452162 -0.01 0.00 0.00 0.04
H 3.690298 -3.887990 3.104878 -0.02 0.03 0.01 0.03
H 5.011817 -4.368499 2.010772 0.00 -0.01 0.04 0.04
H 0.838269 -1.899019 3.283198 0.01 -0.02 -0.01 0.05
H -0.945862 -1.787085 3.179469 -0.01 0.00 0.01 0.04
H 0.053906 -0.312742 3.109538 -0.02 0.00 -0.01 0.04
H 0.900990 2.987986 1.514484 -0.01 0.00 0.01 0.08
H 2.107197 3.075717 0.183067 0.02 -0.01 -0.01 0.10
H 2.592013 2.476809 1.784269 -0.01 0.00 0.00 0.11
H 5.696880 -1.033670 -1.653739 0.01 0.01 0.00 0.11
H 3.996846 -1.400170 -1.291348 -0.01 0.00 -0.01 0.07
H 5.167382 -2.727478 -1.510483 0.01 -0.02 0.01 0.09
H 1.528582 -5.175072 5.310210 0.01 0.00 0.00 0.10
H 0.034353 -5.757430 4.515689 -0.01 -0.01 0.00 0.11
H 0.146415 -4.069295 5.060463 -0.01 0.00 0.01 0.10

=====

[2]
81
Properties=species:S:1:pos:R:3:forces:R:3:lowdin_charge:R:1 method="wB97M-V/def2-TZVPD" charge=-1 orbital_gap_ev=8.45 multiplicity=1
Sc -0.565932 1.147129 1.497003 0.18 0.62 -0.10 0.77
O -1.628286 -2.324146 3.002668 -0.01 0.01 -0.01 0.08
C -1.851752 -1.525654 2.112732 0.05 -0.04 0.03 -0.57
O -0.930507 -0.845545 1.486672 -0.10 -0.29 -0.01 -0.24
C -3.275571 -1.352978 1.581604 -0.01 -0.01 0.02 -0.09
C -3.263066 -1.301887 0.050896 0.03 0.03 -0.04 -0.27
C -4.670060 -1.551671 -0.504857 -0.02 -0.02 0.03 -0.09
C -5.350387 -0.188780 -0.225807 0.00 -0.01 -0.04 -0.09
C -4.223204 0.559484 0.490686 0.03 0.04 0.01 -0.26
O -3.058426 0.098761 -0.216138 0.01 -0.01 0.01 -0.10
C -4.034970 -0.024431 1.907069 -0.06 -0.11 0.08 -0.08
C -3.383946 0.956185 2.881221 0.09 0.08 0.06 -0.56
O -4.015075 1.355483 3.837299 -0.03 0.00 -0.02 0.08
O -2.174985 1.352190 2.590397 -0.22 -0.10 -0.04 -0.14
H -3.840923 -2.205149 1.955401 0.00 0.00 -0.01 0.15
H -2.471667 -1.887241 -0.402373 0.00 0.00 0.00 0.13
H -4.636738 -1.775462 -1.571470 0.02 0.02 0.00 0.11
H -5.156122 -2.386765 -0.000020 -0.01 0.00 0.00 0.11
H -5.602316 0.323208 -1.154554 -0.02 0.00 0.00 0.11
H -6.252067 -0.266622 0.380414 0.01 0.00 0.01 0.11
H -4.273102 1.640263 0.440339 -0.01 -0.05 -0.01 0.09
H -5.005002 -0.255885 2.343932 0.01 0.00 0.01 0.15
C 2.003093 -1.951569 2.400832 0.03 -0.01 0.00 -0.28
As 2.033047 -0.193016 1.566405 0.04 0.02 0.00 1.12
C 3.354242 0.660537 2.719453 0.01 -0.03 -0.02 -0.27
C 3.266563 -0.483530 0.054443 0.05 -0.03 0.00 -0.35
C 2.789975 -1.100872 -1.276295 -0.01 0.01 0.00 -0.66
C 4.071668 -1.337444 -2.088081 0.01 -0.02 0.00 -0.07
C 1.902216 -0.131931 -2.073707 -0.02 -0.04 -0.03 -0.33
As 0.090632 0.322453 -1.410763 0.00 0.07 0.00 1.15
C -0.272614 1.685450 -2.764923 0.04 -0.02 -0.03 -0.28
C -0.918873 -1.089949 -2.311667 -0.02 0.03 -0.06 -0.29
C 2.066094 -2.420208 -0.970115 0.00 -0.04 0.01 -0.39
As 1.608476 -3.856985 -2.266458 -0.03 0.00 0.02 1.13
C 1.647382 -3.114900 -4.089376 0.01 0.00 -0.01 -0.35
C 3.364442 -4.736411 -2.374382 0.00 0.01 0.01 -0.35
H 3.004787 -2.384858 2.422553 -0.01 -0.02 0.01 0.03
H 1.309468 -2.606067 1.879134 -0.01 0.01 0.00 0.02
H 1.626195 -1.825081 3.414590 0.01 0.00 0.00 0.03
H 4.313656 0.145763 2.648212 0.01 0.02 0.02 0.03
H 2.999838 0.623938 3.748648 0.00 0.00 0.00 0.02
H 3.462842 1.704817 2.430114 0.00 0.00 0.00 0.02
H 4.066852 -1.113306 0.458968 0.00 0.01 -0.01 0.08
H 3.715721 0.493695 -0.150546 -0.02 0.02 0.01 0.06
H 4.614931 -0.397010 -2.206193 0.00 0.00 0.00 0.09
H 3.864852 -1.728217 -3.082782 -0.01 0.00 0.00 0.05
H 4.729286 -2.042350 -1.573926 0.00 0.00 0.00 0.08
H 1.754691 -0.521614 -3.085662 0.01 0.00 0.01 0.06
H 2.421708 0.824205 -2.173745 0.00 0.02 0.01 0.06
H -0.212234 1.244293 -3.761114 0.00 0.01 0.00 0.03
H 0.449562 2.495466 -2.682350 0.00 0.01 0.00 0.01
H -1.271437 2.087184 -2.597273 0.00 0.00 -0.01 0.04
H -0.571968 -1.162132 -3.341486 0.00 -0.02 -0.02 0.01
H -1.968012 -0.799038 -2.310667 0.00 -0.01 0.02 0.02
H -0.811972 -2.054841 -1.819080 0.02 -0.01 0.01 0.00
H 1.124913 -2.199333 -0.457120 -0.02 0.02 0.00 0.03
H 2.659415 -2.983844 -0.240573 0.00 0.01 0.00 0.06
H 0.743601 -2.549864 -4.301270 -0.01 0.01 0.02 -0.01
H 1.657572 -3.985461 -4.747686 0.00 0.01 -0.01 0.01
H 2.519075 -2.503841 -4.310435 0.00 0.00 0.00 0.00
H 3.658327 -5.067118 -1.378273 0.00 0.00 0.00 0.02
H 4.134096 -4.080214 -2.776290 0.01 0.01 0.00 0.01
H 3.273304 -5.615264 -3.012656 0.00 0.00 0.00 0.01
Cl -3.311137 3.835626 1.033295 0.05 0.03 -0.02 0.74
C -1.825198 4.146596 0.173238 -0.06 0.01 -0.02 -0.65
C -0.755398 3.260630 0.294837 0.04 -0.05 -0.02 -0.21
C 0.408709 3.732752 -0.293935 0.09 -0.01 0.01 -0.69
Cl 1.889543 2.799747 -0.083889 -0.06 -0.02 -0.03 0.68
C 0.526462 4.901330 -1.040909 0.00 0.02 -0.01 -0.72
Cl 2.016440 5.358114 -1.790156 -0.01 -0.01 0.01 0.65
C -0.598222 5.700333 -1.199610 0.00 0.00 -0.01 -0.71
Cl -0.518952 7.139426 -2.149027 0.00 -0.01 0.01 0.65
C -1.781751 5.329493 -0.568361 0.03 0.00 0.00 -0.71
Cl -3.166762 6.351438 -0.722506 0.00 -0.01 0.01 0.65
F 1.235445 0.827719 5.665694 0.03 0.00 -0.01 0.13
C 0.209546 1.168722 4.856945 0.00 0.01 -0.01 -0.53
F -0.873801 1.295100 5.613836 -0.02 0.00 0.01 0.18
F 0.017643 0.113656 4.028469 -0.01 0.01 0.10 0.09
C 0.547091 2.469311 4.067792 0.10 0.07 -0.01 -0.54
O 0.809063 3.448858 4.727084 0.00 -0.03 0.01 0.11
O 0.559970 2.329126 2.795627 -0.18 -0.24 0.03 -0.15

=====

[3]
104
Properties=species:S:1:pos:R:3:forces:R:3:lowdin_charge:R:1 method="wB97M-V/def2-TZVPD" orbital_gap_ev=0.90 multiplicity=1
C 0.002109 -1.806350 5.632197 -0.15 -1.46 0.29 -0.08
N -0.963262 -1.355755 4.545611 1.10 1.67 -1.05 -0.22
C -2.041304 -0.435067 5.079461 -1.06 0.51 -0.60 -0.08
B -0.257324 -0.670298 3.389740 0.31 2.09 3.56 -0.56
O 0.426084 0.637944 3.479276 0.14 -3.57 -0.49 0.04
P -0.322781 -1.591991 1.668977 2.84 -0.84 -0.39 0.89
P -1.724478 -3.254756 1.803414 -2.57 -4.01 5.31 0.66
O -1.561969 -4.134099 3.129459 0.30 2.64 -4.68 -0.49
C 1.491994 -2.134768 1.210178 2.14 2.34 -1.09 -0.36
O 2.289222 -1.094868 0.837702 -3.61 -5.14 1.77 -0.11
C 1.969483 -3.701511 1.234734 -0.20 1.59 2.95 -0.18
F 1.241973 -4.570344 2.187354 2.04 2.62 -3.38 0.02
F 1.662874 -4.248474 -0.140070 0.26 -0.51 0.53 -0.28
C 3.572914 -3.944668 1.466142 1.96 -2.23 -2.19 -0.09
F 3.831429 -5.377655 1.060792 -0.93 4.27 1.15 0.01
F 4.447473 -3.136548 0.536244 -3.31 -2.48 3.33 0.04
C 4.082131 -3.826342 3.019401 2.85 -1.50 0.94 -0.08
F 3.646630 -5.009531 3.850908 1.13 4.60 -3.22 0.03
F 5.587921 -3.938501 2.970934 -4.78 0.46 0.01 0.03
C 3.753748 -2.403099 3.759354 -3.24 2.18 7.69 -0.15
O 3.140109 -2.469455 4.971977 4.04 0.01 -8.12 0.01
O 4.097238 -1.055975 3.280016 0.00 -3.32 1.28 0.02
S -1.104482 -0.283157 0.101399 -6.12 1.63 -6.37 0.59
C 0.163229 0.977371 -0.492114 1.08 0.31 -0.43 -0.15
O -1.427830 -1.179170 -1.157230 2.37 1.44 4.31 -0.44
O -2.444003 0.391807 0.497907 5.03 -2.10 0.34 -0.36
H -0.685014 -2.209131 6.521486 1.70 1.08 -1.84 0.13
H 0.559241 -2.765139 5.219732 -0.91 2.10 0.94 0.10
H 0.756091 -0.976380 5.972058 -1.45 -1.58 -0.47 0.11
H -2.948144 -0.433363 4.306432 1.83 -0.05 1.73 0.11
H -2.414679 -0.879223 6.097663 0.74 1.09 -1.98 0.11
H -1.667167 0.675307 5.138682 -0.77 -2.03 0.39 0.11
H 1.424090 0.538509 3.533100 -1.60 0.26 -0.29 0.12
H -1.779319 -4.077310 0.588651 0.40 0.98 0.40 -0.01
H -3.061504 -2.654558 1.910080 1.28 0.01 -0.81 0.07
H 4.252475 -0.429847 4.072786 -0.58 -1.91 -1.24 0.17
H 0.721901 1.416647 0.437741 -1.14 -0.75 -1.89 0.07
H -0.413804 1.800172 -1.111706 0.75 -1.73 1.64 0.12
H 0.885454 0.411861 -1.252549 -1.59 1.04 2.01 0.10
C 1.031192 7.284250 -0.436153 -0.66 0.65 -0.68 -0.11
O 1.822284 6.542378 0.467407 0.19 -1.52 1.30 -0.22
P 1.127699 5.274806 1.184822 -0.61 0.09 -0.58 0.44
O 0.285534 4.432760 0.285169 1.00 0.79 1.26 -0.25
O 0.337094 5.897002 2.443597 0.47 -1.39 -1.14 -0.21
C 0.742071 7.129718 2.997101 0.23 0.92 0.32 -0.11
O 2.383643 4.512246 1.843766 -0.96 0.95 -0.02 -0.21
C 3.041525 3.570368 1.016702 0.37 -0.51 -0.44 -0.11
H 1.389662 8.318483 -0.444459 -0.14 -0.52 0.22 0.09
H 1.136215 6.862045 -1.439282 -0.17 0.10 0.31 0.08
H -0.021875 7.280217 -0.140303 0.02 -0.07 -0.08 0.10
H 0.288653 7.940893 2.419775 0.18 0.01 0.10 0.09
H 1.830169 7.236507 2.998044 -0.15 0.04 0.00 0.09
H 0.377544 7.194450 4.024350 -0.01 -0.20 -0.16 0.09
H 4.113567 3.604387 1.218863 -0.14 0.09 0.08 0.09
H 2.879120 3.779392 -0.045207 0.03 -0.07 0.14 0.09
H 2.666159 2.567823 1.248858 0.07 0.09 -0.09 0.07
C 2.964978 7.032680 -6.148612 0.30 -0.31 0.28 -0.08
C 2.964065 8.505927 -6.506856 -0.15 -0.08 -0.48 -0.26
O 2.126598 9.293258 -5.666949 -0.30 -0.40 1.16 -0.10
C 2.617288 9.699288 -4.358624 1.57 0.20 -2.40 -0.40
O 3.809439 10.276961 -4.459900 -1.16 -0.61 1.22 0.03
C 2.561178 8.550127 -3.275399 -0.14 -1.01 0.45 -0.48
F 1.444933 7.781506 -3.440255 0.63 0.57 -0.16 0.11
F 2.466817 9.056523 -2.012322 0.51 0.27 -1.25 0.10
F 3.616684 7.700829 -3.276845 -0.57 0.77 0.08 0.13
H 1.964316 6.689454 -5.870435 0.08 0.08 -0.15 0.08
H 3.324630 6.435732 -6.992646 -0.09 0.10 0.01 0.08
H 3.635336 6.831189 -5.311890 -0.11 -0.06 -0.11 0.06
H 2.531676 8.596296 -7.510152 -0.07 0.23 0.21 0.12
H 3.980916 8.903265 -6.583525 -0.08 0.10 0.32 0.12
H 1.788389 10.341582 -4.027300 -0.09 0.47 0.27 0.17
B -3.942660 -2.871658 -3.316320 -0.90 0.85 -0.44 -1.07
F -5.329603 -2.925212 -3.748875 1.92 -0.02 0.62 0.04
F -3.888288 -2.855955 -1.863601 0.30 -0.33 -1.22 0.01
F -3.233996 -4.039008 -3.815174 -0.01 0.74 0.75 0.01
F -3.318596 -1.666446 -3.837698 -0.55 -1.60 0.72 0.03
Ca 0.234121 -4.632443 -1.694888 -1.13 0.60 -0.43 1.75
F -3.927711 -2.483071 -6.918194 0.10 -0.09 -0.04 0.07
C -4.790278 -1.558595 -7.360843 -0.65 0.69 -0.26 -0.28
C -5.652123 -0.940599 -6.461421 -0.01 0.00 0.19 0.00
C -6.546857 0.025731 -6.921024 0.30 -0.20 -0.45 -0.08
C -6.577242 0.355701 -8.278218 0.01 -0.01 0.02 -0.11
C -5.711652 -0.273853 -9.173956 -0.08 0.00 0.40 -0.10
C -4.809476 -1.231936 -8.712228 0.05 -0.06 0.02 -0.03
H -5.619953 -1.215783 -5.412283 0.09 -0.07 -0.11 0.11
H -7.219442 0.520326 -6.224638 0.14 -0.13 -0.09 0.10
H -7.278346 1.106245 -8.636977 0.13 -0.14 0.05 0.10
H -5.739965 -0.018353 -10.230470 0.04 -0.06 0.18 0.10
H -4.123432 -1.724651 -9.393185 -0.06 0.01 0.08 0.11
C -0.817794 -7.632844 3.816212 0.93 3.14 2.72 0.14
C -1.036755 -8.714630 3.049136 -0.56 -4.71 -3.97 -0.37
C -1.786812 -9.828568 3.773243 -0.81 -1.69 0.13 -0.29
O -2.156583 -10.879907 3.240849 0.77 1.85 0.51 0.11
C -2.091751 -9.647895 5.217079 -0.58 -3.18 -2.58 0.18
C -1.860855 -8.570579 5.987991 0.78 4.42 4.13 -0.33
C -1.206631 -7.415321 5.234906 0.60 1.77 -0.04 -0.30
O -0.972345 -6.307094 5.726873 -0.44 -1.94 -0.49 0.11
O -2.121621 -8.417099 7.220926 0.45 -0.84 -3.06 0.12
O -0.704456 -8.897257 1.837776 -0.61 1.09 2.72 0.08
H -0.299912 -6.783290 3.385184 -0.04 0.12 0.00 0.12
H -2.562207 -10.516524 5.663225 -0.04 -0.05 0.02 0.15
O 4.500240 -7.922525 4.707666 -3.78 -1.68 0.07 -0.64
V 2.892356 -8.628008 4.762445 1.35 0.73 0.01 1.04
O 1.284382 -9.333532 4.817225 1.99 1.26 -0.24 -0.58